A cluster of 2 separate species, C5H15N2O in total, computed with the ωB97M-V functional and the def2-TZVPD basis.

Computed properties:
Total energy = -10448.133 eV
Kohn-Sham gap = 9.73 eV
LUMO = -2.944 eV
ΔE to the lowest compared entry with this formula, charge and spin = 55.99 kcal/mol
Total charge = +1

```
23
Properties=species:S:1:pos:R:3:forces:R:3:mulliken_charge:R:1
C 1.82180 0.82319 -0.20920 1.84 -0.25 -1.88 -1.5045
C 0.44680 0.23656 -0.37949 -2.13 0.92 -0.83 0.5189
C -0.39572 0.94478 0.75768 1.79 -0.45 0.68 -0.8897
C -1.83902 0.50441 0.98858 0.15 -0.28 -1.13 0.3459
C -2.44617 1.15316 1.96232 -0.66 1.33 1.34 -0.8536
N -2.25203 -0.62939 0.15983 -0.96 -1.26 0.54 -0.4835
N 0.54883 -1.29931 -0.19102 1.52 -0.85 2.22 -0.3713
H 2.07775 0.85142 0.79871 -0.07 0.48 2.16 0.4204
H 2.65360 0.16890 -0.51316 -0.43 0.05 -0.71 0.3618
H 2.07453 1.82527 -0.61788 -0.84 -0.67 0.03 0.3615
H -0.09845 0.32746 -1.39137 1.36 0.03 1.40 0.3110
H -0.21562 2.11262 0.84288 -0.40 -2.50 -0.70 0.3741
H 0.24519 0.52878 1.61235 -1.20 0.78 -0.36 0.2613
H -1.90198 2.08379 2.28909 -0.57 -1.23 0.05 0.2174
H -3.38284 0.97549 2.54320 0.70 -0.14 -1.17 0.3036
H -2.76885 -0.41688 -0.71617 0.61 0.40 1.02 0.2545
H -2.83991 -1.37046 0.63105 0.84 1.51 -0.33 0.2772
H 0.52966 -1.65321 0.84379 0.50 1.31 -1.99 0.3727
H 1.45146 -1.63142 -0.69546 -1.68 0.61 0.74 0.3636
H -0.24145 -1.82865 -0.53452 -0.59 0.42 -0.64 0.3759
H 2.71880 -0.71416 -2.64940 1.14 1.01 -0.05 0.3075
H 1.71514 -1.64364 -3.19304 0.10 -0.17 0.82 0.3077
O 2.09849 -1.34870 -2.33877 -1.01 -1.04 -1.21 -0.6325
```
Positions in Å, forces in eV/Å.

A cluster of 2 separate species, N3O3S in total, computed with the ωB97M-V functional and the def2-TZVPD basis.

Computed properties:
Total energy = -21444.694 eV
Kohn-Sham gap = 7.13 eV
LUMO = 4.031 eV
ΔE to the lowest compared entry with this formula, charge and spin = 14.10 kcal/mol
Total charge = -1

```
7
Properties=species:S:1:pos:R:3:forces:R:3:mulliken_charge:R:1
N 0.71338 -0.92163 0.80790 2.68 0.74 -1.26 -0.3223
N -2.16598 -0.05544 0.22564 0.26 0.96 1.55 0.0679
N 1.58251 -0.43846 0.24188 -5.02 -3.42 3.39 0.8447
O -0.00124 1.30936 -0.59975 1.66 0.65 -1.99 -0.6131
O -2.51152 -0.63117 -0.80037 0.14 -0.46 -1.19 -0.5621
O 2.56626 -0.15753 -0.26990 3.36 1.59 -2.01 -0.5918
S -0.92746 0.96453 0.47142 -3.08 -0.05 1.51 0.1767
```
Positions in Å, forces in eV/Å.

A structure of composition C27H19BrN4O8Ru, computed with the ωB97M-V functional and the def2-TZVPD basis.

Computed properties:
Total energy = -123273.826 eV
2S+1 = 2
Kohn-Sham gap (alpha / beta) = 6.28 / 6.51 eV
<S²> = 0.993
LUMO (alpha / beta) = 1.625 / 1.820 eV
ΔE to the lowest compared entry with this formula, charge and spin = 17.24 kcal/mol
Total charge = -1

```
60
Properties=species:S:1:pos:R:3:forces:R:3:mulliken_charge:R:1
Ru -0.11267 -0.59599 0.02619 -1.40 -1.58 -0.69 0.3284
O -6.40627 -0.41039 -0.29631 -0.25 0.00 -0.04 -0.5648
C -5.05487 -0.45529 -0.26661 0.63 0.01 -0.09 1.0742
C -4.27727 -0.33299 -1.41491 0.02 0.06 0.25 -0.7708
C -2.89817 -0.35839 -1.29961 0.15 0.04 -0.89 -0.4701
N -2.29477 -0.52919 -0.13251 0.96 -0.06 0.28 1.5719
C -3.02697 -0.69370 0.96719 0.06 -0.22 0.81 -0.3126
C -4.40917 -0.64329 0.95489 -0.05 0.03 -0.24 -0.7675
C -2.22647 -1.05650 2.25489 -1.37 0.58 -0.69 0.3365
O -2.80097 -0.92679 3.32379 -0.07 -0.09 0.30 -0.7303
O -1.08487 -1.50960 2.01099 2.22 0.10 -0.97 -0.4548
C -1.99507 -0.24289 -2.56521 -1.22 0.00 0.60 0.3693
O -2.59037 -0.15979 -3.63311 -0.15 0.06 -0.42 -0.8351
O -0.76927 -0.26079 -2.34931 1.81 -0.03 0.77 -0.2716
H -6.71047 -0.28049 -1.20491 0.16 -0.04 0.16 0.3053
H -4.70327 -0.21509 -2.39971 0.01 0.02 -0.15 0.4976
H -4.96827 -0.77759 1.86649 0.06 0.01 0.15 0.5846
C -1.86957 -4.04770 -1.77091 -0.56 0.37 0.01 -0.5300
O -0.83977 -5.01730 -1.75341 0.31 -0.20 -0.01 -0.5350
C 0.42033 -4.69720 -1.34011 0.27 -0.10 -0.01 0.1372
C 1.34033 -5.73370 -1.35521 -0.41 0.63 0.03 -0.6765
C 2.65263 -5.52950 -0.94491 0.46 0.06 0.11 -0.6589
C 3.06723 -4.28710 -0.52431 -0.08 0.02 0.04 -1.0622
C 2.17983 -3.19799 -0.48371 -1.29 -1.15 -0.59 0.1622
C 2.64413 -1.95140 -0.00461 -0.59 2.04 0.33 -0.6065
N 1.97523 -0.80919 0.07689 -1.20 -3.06 0.00 0.8723
N 2.63403 0.23221 0.55639 1.42 2.92 0.83 -1.1284
C 1.88573 1.10941 1.21949 0.21 -2.52 -0.48 0.1967
O 0.67993 0.84680 1.55479 -0.66 0.10 -0.37 -0.7800
C 2.49653 2.37640 1.60679 0.47 0.72 0.54 0.7434
C 1.74563 3.31050 2.32589 0.09 -0.51 -0.13 -0.3413
C 2.29103 4.53220 2.65899 0.16 0.21 0.10 -0.7427
C 3.59653 4.83431 2.29889 -0.08 -0.02 -0.01 -0.3896
C 4.35833 3.89491 1.61749 0.14 0.27 0.04 -0.6669
C 3.81863 2.67610 1.26809 -0.38 -0.19 0.04 -0.2760
C 0.81373 -3.39640 -0.89731 1.46 -0.18 0.41 1.2946
O -0.04197 -2.44879 -0.87641 -1.37 1.47 0.80 -0.3748
H -2.75937 -4.57680 -2.11761 0.09 -0.03 0.00 0.3179
H -1.64787 -3.22279 -2.45541 -0.05 -0.16 0.10 0.2132
H -2.05437 -3.63840 -0.77241 -0.04 -0.09 -0.21 0.1542
H 1.00573 -6.70269 -1.68981 -0.08 -0.13 -0.03 0.4399
H 3.34573 -6.35819 -0.95181 0.07 -0.04 -0.02 0.3594
H 4.08763 -4.12160 -0.21051 0.15 -0.05 0.05 0.3732
H 3.65803 -1.93620 0.39419 0.02 0.28 -0.27 0.3102
H 0.73703 3.05130 2.61399 -0.04 -0.04 -0.02 0.5103
H 1.69873 5.25220 3.20599 -0.03 0.07 0.02 0.4322
H 4.01433 5.79991 2.54319 0.07 0.07 0.06 0.4055
H 5.38393 4.11840 1.35949 0.07 0.04 -0.04 0.3896
H 4.39833 1.93940 0.73549 0.02 -0.08 -0.07 0.4772
Br 0.55193 6.27370 0.00869 -0.04 -0.12 -0.02 -0.1313
C 0.13403 4.43810 -0.19961 -0.45 -0.29 -0.09 0.2555
C 0.95543 3.61741 -0.95411 -0.07 0.29 0.04 -0.8708
C 0.60303 2.28591 -1.08161 -0.66 -0.11 -0.20 -0.3270
N -0.49357 1.76540 -0.51391 0.45 0.51 0.03 0.5738
C -1.28527 2.57570 0.18719 0.11 -0.31 -0.13 -0.1343
C -1.02727 3.91720 0.37159 0.51 0.51 -0.26 -0.9525
H 1.84593 4.00140 -1.42781 0.06 -0.01 0.01 0.4640
H 1.18763 1.60580 -1.69011 0.05 0.01 0.08 0.4225
H -2.16247 2.12471 0.62889 -0.07 -0.09 0.09 0.3296
H -1.69677 4.54231 0.94109 -0.04 0.01 0.05 0.4599
```
Positions in Å, forces in eV/Å.

What is the ΔE to the lowest compared entry with this formula, charge and spin in the first record? 55.99 kcal/mol